{"formula": "C44H68F4N8O12", "method": "the ωB97M-V functional and the def2-TZVPD basis", "elements": ["F", "F", "F", "F", "O", "O", "O", "O", "O", "O", "O", "O", "O", "O", "O", "O", "N", "N", "N", "N", "N", "N", "N", "N", "C", "C", "C", "C", "C", "C", "C", "C", "C", "C", "C", "C", "C", "C", "C", "C", "C", "C", "C", "C", "C", "C", "C", "C", "C", "C", "C", "C", "C", "C", "C", "C", "C", "C", "C", "C", "C", "C", "C", "C", "C", "C", "C", "C", "H", "H", "H", "H", "H", "H", "H", "H", "H", "H", "H", "H", "H", "H", "H", "H", "H", "H", "H", "H", "H", "H", "H", "H", "H", "H", "H", "H", "H", "H", "H", "H", "H", "H", "H", "H", "H", "H", "H", "H", "H", "H", "H", "H", "H", "H", "H", "H", "H", "H", "H", "H", "H", "H", "H", "H", "H", "H", "H", "H", "H", "H", "H", "H", "H", "H", "H", "H"], "positions_angstrom": [[8.78580, -1.06461, -11.17282], [12.90367, -10.95273, -16.64247], [5.89994, -9.42834, -21.78566], [14.13571, -2.96968, -9.30399], [2.99899, -6.77414, -20.05413], [14.32650, -1.59330, -12.11594], [8.41540, -0.98335, -13.37789], [4.16984, -8.48099, -20.95065], [13.95336, -12.93563, -14.12915], [4.16015, -6.63783, -22.06274], [12.21136, -12.61140, -15.37159], [6.38002, -1.61225, -12.71940], [14.22981, -0.87420, -9.99267], [15.82392, 0.00388, -11.29384], [12.31032, -14.47352, -14.06348], [7.31617, -2.59214, -14.56059], [6.76083, -13.04026, -13.29402], [12.80481, -13.09142, -24.99843], [9.70704, 1.05025, -19.52110], [14.13221, -7.70770, -21.51894], [16.97281, -7.12315, -16.52047], [0.42118, 0.20304, -20.79036], [7.70791, 0.97874, -24.94959], [10.92407, -5.73523, -16.10303], [8.97322, -7.06167, -17.25152], [1.13334, -0.70741, -20.64626], [6.68500, -0.46555, -11.97035], [10.11117, -6.31646, -16.60631], [17.22268, -3.72700, -15.39917], [3.30014, -1.61177, -19.67402], [7.45467, -14.18176, -15.50609], [13.45167, -2.50668, -11.53744], [11.13956, -12.50386, -21.55770], [16.99604, -5.11996, -14.77095], [11.66864, 0.52969, -16.76595], [7.36229, -1.79716, -13.64551], [7.66078, -1.00784, -26.74059], [12.36427, -13.71868, -24.12667], [6.42022, -12.09615, -16.72901], [14.37593, -5.90621, -24.57208], [4.79267, -8.72017, -22.13602], [10.64139, -13.76805, -22.30098], [15.49220, -6.76167, -25.17663], [13.34411, -6.79548, -23.82165], [14.23657, -11.82189, -14.92669], [13.80634, -7.29997, -22.53508], [7.67740, 0.14608, -25.70445], [8.20111, -0.35583, -12.18346], [16.28100, -3.47552, -16.61384], [7.06039, -13.58156, -14.27645], [12.47653, 1.59642, -17.42983], [16.98042, -6.24728, -15.78580], [8.85024, -5.45851, -19.18915], [14.88060, -0.72454, -11.11496], [8.46183, -2.25634, -26.28267], [5.22232, -7.32618, -22.62731], [4.20649, -0.49696, -20.19105], [3.69795, -7.26931, -20.93552], [2.00560, -1.88535, -20.57001], [11.04920, -0.40564, -17.81020], [12.79158, -13.44015, -14.52443], [13.43538, -2.04947, -10.03482], [8.21169, -2.76531, -24.86550], [11.78116, -14.47658, -23.06605], [12.86410, -11.38382, -15.37187], [8.97994, -6.94448, -18.82855], [7.59284, -13.12036, -16.67801], [10.27790, 0.37216, -18.73572], [12.34123, -10.63599, -14.77567], [11.49693, -15.38638, -23.59479], [2.95040, -1.31780, -18.68439], [13.06285, 1.24508, -18.27889], [3.82034, -2.56263, -19.55849], [18.24405, -3.82417, -15.76722], [9.22699, -8.08014, -16.95753], [11.62779, -11.83424, -22.26575], [8.59865, 0.65892, -12.20287], [17.22570, -2.92069, -14.66571], [8.69879, -2.13987, -24.11740], [8.31194, -3.07649, -26.98480], [16.10786, -7.22839, -24.40770], [8.50653, -12.52771, -16.72324], [5.04742, -0.47800, -19.49782], [4.52669, -0.73877, -21.20450], [6.68941, -14.91189, -15.76950], [12.45145, -1.98305, -9.57049], [16.15699, -6.22191, -25.85104], [9.54067, -2.12830, -26.37104], [14.94333, -5.21802, -23.94553], [4.18238, -9.34231, -22.79069], [14.98531, -7.56728, -25.70781], [5.44782, -12.54622, -16.52904], [6.34239, -0.67024, -10.95604], [17.71799, -5.28634, -13.97145], [8.34565, -14.79463, -15.36952], [13.35355, -7.71498, -24.40692], [12.48887, -2.37453, -12.03103], [10.42144, -1.14495, -17.31278], [6.16065, 0.35174, -12.46553], [16.08638, -5.16062, -14.17181], [14.88702, -12.05312, -15.77022], [12.53744, -14.79156, -22.34706], [9.93198, -7.33758, -19.18521], [7.87920, -5.10412, -18.84331], [6.42762, -11.56847, -17.68274], [3.69615, 0.46204, -20.28039], [12.33573, -0.07041, -16.14711], [15.25452, -3.66528, -16.30009], [8.70786, -3.73527, -24.83249], [11.91848, -12.75338, -20.83720], [2.35080, -2.20162, -21.55435], [10.17997, -14.48348, -21.62028], [10.91146, 1.07853, -16.20599], [11.81817, -0.95570, -18.35262], [13.13198, 2.01454, -16.66585], [10.36107, -11.89802, -21.09399], [13.77912, -5.40872, -25.33655], [11.87542, 2.45272, -17.73564], [7.16036, -2.83568, -24.58645], [9.61264, -4.87288, -18.67546], [16.56142, -4.13406, -17.43591], [8.14100, -0.60839, -27.63386], [6.59595, -1.04721, -26.97012], [14.58725, -10.96607, -14.34990], [6.15590, -7.02934, -22.14937], [13.63991, -3.56587, -11.71295], [9.02310, -5.18818, -20.23085], [9.83729, -13.46412, -22.97118], [12.36035, -6.32711, -23.79103], [5.21264, -7.43453, -23.71186], [1.36295, -2.65345, -20.13976], [7.57575, -13.80708, -17.52432], [8.10264, -7.46568, -19.21167], [6.52354, -11.33909, -15.95165], [8.01583, -6.72252, -16.85595], [16.32503, -2.40679, -16.82354]], "forces_ev_per_a": [[0.7, -0.2, 0.2], [-0.1, 0.5, -0.7], [0.6, -0.7, -0.4], [0.0, -0.3, 0.3], [2.0, -1.3, -2.9], [2.1, 1.4, 0.7], [0.2, -0.2, -0.7], [-1.0, -1.5, 1.5], [1.1, -0.3, 0.5], [-1.6, 2.5, 0.4], [-2.2, -0.2, -0.7], [0.5, -1.0, -1.3], [-1.9, -0.6, 1.1], [-1.9, -1.2, 0.0], [1.2, 2.6, -1.7], [0.2, 1.8, 1.9], [0.3, -0.7, -1.3], [-0.6, -0.9, 1.1], [1.9, -2.3, 2.8], [0.3, -0.3, 0.6], [0.0, -0.4, -0.4], [1.2, -1.5, 0.5], [0.0, 2.4, 2.1], [3.1, 2.0, 1.8], [1.5, 0.0, -0.7], [-0.9, 1.5, -0.9], [0.0, 0.4, -0.3], [-4.1, -2.0, -2.4], [0.2, -1.2, -1.1], [-1.6, 0.1, -0.3], [0.4, 0.3, -1.3], [-1.6, 0.9, 0.8], [0.4, -0.3, -0.6], [-0.5, -0.2, 0.1], [0.1, -0.3, -0.5], [-0.9, -2.3, -1.6], [0.7, 1.9, 1.3], [1.2, 2.0, -1.7], [0.5, -0.5, 0.3], [0.6, -0.3, 0.3], [2.4, -0.7, -0.3], [-0.1, 0.6, 0.1], [-0.7, -0.5, -0.2], [1.3, -0.2, -0.5], [0.1, 2.1, 0.4], [-0.5, 0.8, -0.1], [0.4, -3.9, -3.3], [-1.1, 0.8, 1.3], [0.4, 0.3, 1.6], [-0.4, 1.3, 2.5], [0.8, 1.2, 0.2], [0.2, 1.5, 1.7], [0.3, 0.1, 0.2], [1.9, 0.0, -2.9], [-0.5, -0.1, 0.1], [-0.7, -2.6, 0.2], [-0.3, -0.9, -0.3], [-1.9, 3.1, 2.0], [1.0, 0.5, 1.1], [0.0, -0.4, 1.0], [-1.5, -3.5, 2.5], [0.6, -1.3, -0.7], [0.3, 0.1, -0.1], [-0.5, -0.7, 0.7], [0.6, -0.5, -0.9], [0.2, 1.1, 1.2], [-1.1, -0.6, 0.3], [-2.5, 2.6, -3.6], [0.0, -0.1, 0.2], [-0.6, -0.3, 0.4], [-0.1, -0.2, 0.1], [0.1, 0.0, 0.1], [0.1, 0.1, -0.1], [0.2, 0.5, -0.2], [-0.7, -0.3, 0.0], [0.0, 0.0, -0.2], [0.1, -0.2, 0.0], [-0.3, -0.2, 0.1], [0.0, 0.2, -0.1], [-0.6, 0.1, -0.2], [0.0, 0.1, 0.1], [0.3, -0.5, 0.5], [0.2, 0.5, -0.3], [0.4, 0.0, 0.0], [-0.2, 0.1, -0.2], [0.2, 0.7, -0.1], [-0.2, 0.1, 0.0], [0.0, 0.7, 0.0], [-0.9, 0.5, 0.3], [0.0, 0.2, -0.2], [0.4, -0.2, -0.4], [0.0, -0.2, -0.4], [0.4, 0.5, 0.0], [0.5, -0.4, -0.5], [0.3, 0.3, 0.0], [-0.8, 0.0, -0.4], [-0.3, 0.3, 0.3], [-0.2, -0.1, -0.1], [0.0, 0.4, 0.5], [-0.5, 0.0, -0.5], [-0.1, 0.0, 0.0], [0.2, 0.1, -0.1], [-0.3, -0.3, -0.2], [0.0, 0.2, -0.2], [-0.2, -0.1, 0.0], [0.0, 0.0, 0.4], [-0.3, 0.0, 0.4], [-0.1, -0.2, -0.2], [-0.3, -0.2, 0.4], [-0.2, 0.0, 0.3], [-0.3, 0.1, -0.1], [0.2, 0.0, 0.1], [-0.2, -0.7, 0.4], [0.1, 0.1, 0.0], [0.4, 0.0, -0.2], [-0.1, -0.4, 0.1], [0.4, 0.3, -0.1], [-0.2, -0.2, -0.3], [0.0, -0.2, -0.2], [0.0, 0.0, 0.3], [-0.2, 0.3, -0.1], [-0.1, 0.1, 0.0], [0.0, -1.0, 0.0], [0.8, -0.5, 0.3], [0.2, -0.1, -0.4], [0.9, 0.1, 0.4], [-0.4, -0.4, -0.2], [0.1, -0.1, -0.3], [0.1, -0.2, 0.3], [0.1, 1.1, 0.0], [0.3, -0.3, 0.0], [0.0, 0.5, -0.5], [0.3, -0.4, 0.0], [0.2, 0.0, 0.1], [0.2, -0.1, 0.2], [0.1, -0.2, -0.6]], "lowdin_charge": [0.06, 0.08, 0.06, 0.05, 0.15, 0.03, 0.14, 0.17, 0.10, 0.06, 0.15, 0.07, 0.16, 0.17, 0.13, 0.16, 0.15, 0.14, 0.15, 0.14, 0.13, 0.13, 0.13, 0.14, -0.16, -0.24, -0.06, -0.25, -0.25, -0.25, -0.19, -0.09, -0.10, -0.19, -0.27, -0.50, -0.15, -0.26, -0.11, -0.25, -0.32, -0.24, -0.11, -0.19, -0.06, -0.25, -0.23, -0.33, -0.10, -0.26, -0.13, -0.22, -0.12, -0.50, -0.26, -0.06, -0.11, -0.52, -0.17, -0.20, -0.56, -0.24, -0.12, -0.20, -0.33, -0.23, -0.21, -0.24, 0.18, 0.12, 0.10, 0.08, 0.10, 0.10, 0.10, 0.07, 0.17, 0.11, 0.07, 0.10, 0.08, 0.10, 0.07, 0.07, 0.12, 0.17, 0.07, 0.11, 0.11, 0.18, 0.07, 0.07, 0.15, 0.11, 0.12, 0.11, 0.13, 0.12, 0.14, 0.10, 0.15, 0.12, 0.11, 0.08, 0.06, 0.07, 0.11, 0.07, 0.07, 0.07, 0.11, 0.10, 0.11, 0.12, 0.07, 0.07, 0.10, 0.08, 0.07, 0.06, 0.07, 0.10, 0.11, 0.14, 0.15, 0.14, 0.07, 0.10, 0.11, 0.14, 0.11, 0.09, 0.10, 0.07, 0.12, 0.07], "smiles": "O=C1OC[C@@H](F)O1.O=C1OC[C@@H](F)O1.O=C1OC[C@@H](F)O1.O=C1OC[C@@H](F)O1.CCCC#N.CCCC#N.CCCC#N.CCCC#N.CCCC#N.CCCC#N.CCCC#N.CCCC#N", "orbital_gap_ev": 10.9275, "molar_mass_g_mol": 977.06}